(1)
{
  "formula": "C21H18AgN4O",
  "method": "the ωB97M-V functional and the def2-TZVPD basis",
  "homo_lumo_gap_ev": 5.65,
  "charge": -1,
  "e_lumo_ev": 3.088,
  "energy_ev": -34076.0266,
  "species": ["Ag", "O", "N", "N", "N", "N", "C", "C", "C", "C", "C", "C", "C", "C", "C", "C", "C", "C", "C", "C", "C", "C", "C", "C", "C", "C", "C", "H", "H", "H", "H", "H", "H", "H", "H", "H", "H", "H", "H", "H", "H", "H", "H", "H", "H"],
  "positions_angstrom": [[1.1056, -0.3347, -0.8259], [1.6775, -0.9859, -3.1312], [1.0370, 2.2079, 1.3343], [0.2272, -2.3440, -0.6464], [2.3325, -0.1539, -5.0951], [-0.2943, -0.2046, 0.9504], [-1.7036, -3.9538, 2.1833], [-0.3178, 2.1740, 1.3935], [-2.5619, 3.3557, 1.5911], [0.0331, -4.7339, -1.0491], [-1.5281, -1.5913, 2.5666], [-1.1017, 3.3703, 1.5576], [-0.3193, -2.6011, 0.6272], [1.6643, 3.3426, 1.4968], [-0.8823, -3.8636, 0.9834], [-0.3890, 4.5995, 1.6139], [-2.4289, 0.9430, 1.2940], [0.4513, -3.4506, -1.4169], [-1.0073, 0.9130, 1.3094], [-3.1637, 2.0988, 1.4516], [-2.0104, -2.8309, 2.9384], [2.1200, -0.0242, -3.7870], [2.4590, 1.1695, -1.5839], [2.3984, 1.3288, -3.0968], [-0.7168, -1.4020, 1.4034], [1.0020, 4.5498, 1.5326], [-0.6742, -4.9230, 0.1243], [0.2539, -5.5953, -1.6916], [-4.2507, 2.0201, 1.4847], [-1.8292, -0.6888, 3.0944], [-2.9264, -0.0024, 1.0079], [2.3194, 2.1024, -1.0409], [3.4358, 0.6981, -1.2518], [0.9699, -3.2028, -2.3871], [1.5957, 5.4549, 1.4739], [-1.1320, -5.8972, 0.3375], [-0.9110, 5.5471, 1.8053], [2.7659, 3.2607, 1.4953], [1.6914, 2.1037, -3.4503], [-2.5840, -3.0258, 3.8491], [-3.1726, 4.2621, 1.6124], [3.3566, 1.7377, -3.4217], [2.8542, 0.5656, -5.6515], [-2.0811, -4.9291, 2.5424], [2.2357, -1.0664, -5.5279]]
}

(2)
{
  "formula": "C21H18AlN9",
  "method": "the ωB97M-V functional and the def2-TZVPD basis",
  "homo_lumo_gap_ev": 8.25,
  "charge": 2,
  "e_lumo_ev": -6.889,
  "energy_ev": -42058.3934,
  "e_above_lowest_kj_mol": 511.80,
  "species": ["Al", "N", "N", "N", "N", "N", "N", "N", "N", "N", "C", "C", "C", "C", "C", "C", "C", "C", "C", "C", "C", "C", "C", "C", "C", "C", "C", "C", "C", "C", "C", "H", "H", "H", "H", "H", "H", "H", "H", "H", "H", "H", "H", "H", "H", "H", "H", "H", "H"],
  "positions_angstrom": [[0.5335, -0.3999, 0.1548], [1.5461, -2.4608, 0.0764], [1.2628, 0.7285, -1.2792], [-2.2142, 0.3233, 3.4372], [-2.2086, -0.3400, -0.2715], [-0.6123, -1.8165, 0.1683], [1.4703, 1.2692, -0.0496], [2.2798, 2.5988, -1.4080], [2.0797, 2.3860, -0.1179], [0.4340, -2.8931, 4.7515], [1.0339, 4.4877, -3.4432], [0.7676, -5.1500, 0.7131], [-0.1606, -2.4344, 3.8855], [-2.0197, -2.9382, 2.2529], [-1.2801, -4.1812, 1.8042], [2.9246, 3.8499, -1.8800], [-0.1155, -4.0870, 1.1601], [0.3482, -2.7258, 0.8271], [-1.9813, -1.5092, 0.2973], [-2.7849, -2.1626, 1.2091], [-4.0738, -1.6534, 1.3185], [2.2498, -3.4787, -0.2673], [1.7860, 1.5810, -2.1290], [-0.9416, -1.8631, 2.7722], [1.8983, -4.8559, 0.0525], [1.8906, 4.9159, -2.2558], [-4.4267, -0.5245, 0.5756], [0.0698, -1.5452, 1.6740], [1.0447, 5.3352, -1.0579], [-1.6337, -0.6341, 3.1904], [-3.4515, 0.1505, -0.1412], [1.6406, 4.1765, -4.2961], [2.5034, 5.7673, -2.5636], [0.4108, 6.1774, -1.3306], [-1.7040, -5.1454, 2.0554], [0.4976, -6.1753, 0.9326], [3.5594, 4.1721, -1.0576], [0.3454, 3.6779, -3.1787], [3.5452, 3.5687, -2.7295], [-4.7736, -2.0892, 2.0214], [1.6595, 5.6395, -0.2104], [1.8196, 1.4974, -3.2032], [0.4119, 5.3193, -3.7699], [-5.4197, -0.1047, 0.6427], [0.3797, 4.5306, -0.7303], [-3.6505, 1.1155, -0.5857], [2.5764, -5.6303, -0.2744], [3.1563, -3.2864, -0.8314], [-2.6731, -3.1834, 3.0892]]
}

(3)
{
  "formula": "C21H18Cl3O10PS",
  "method": "the ωB97M-V functional and the def2-TZVPD basis",
  "homo_lumo_gap_ev": 8.19,
  "e_lumo_ev": -1.613,
  "energy_ev": -100232.1836,
  "species": ["Cl", "Cl", "Cl", "S", "P", "O", "O", "O", "O", "O", "O", "O", "O", "O", "O", "C", "C", "C", "C", "C", "C", "C", "C", "C", "C", "C", "C", "C", "C", "C", "C", "C", "C", "C", "C", "C", "H", "H", "H", "H", "H", "H", "H", "H", "H", "H", "H", "H", "H", "H", "H", "H", "H", "H"],
  "positions_angstrom": [[-5.4449, -0.7264, -0.9986], [0.1976, 3.1999, 0.9996], [-0.0961, 1.0547, -1.4492], [-2.4272, 1.5327, 0.9557], [-4.9985, 0.3549, 0.7735], [-1.1415, 1.0245, 1.8940], [0.5065, -1.3748, -3.1067], [3.1608, 3.7647, 2.7446], [-0.4000, -3.0907, 3.0842], [-5.7907, -0.5602, 1.9455], [-0.1613, -1.5608, -8.3548], [-5.3603, -4.8827, 3.5542], [-3.3204, 0.0909, 0.9619], [-3.2613, 2.4842, 1.7144], [6.7435, 5.9526, -0.4829], [0.1057, 1.4180, 1.3511], [0.3332, -2.7084, -5.0360], [6.2386, 5.1664, 1.6740], [0.1666, -2.7543, -6.3568], [0.3529, -1.4189, -4.3096], [3.9816, 4.2662, 2.0034], [-1.5374, -3.5022, 3.1922], [-4.2243, -4.4712, 3.4477], [-2.6980, -2.5978, 3.0377], [0.5842, 0.5538, 0.1449], [-1.8146, -4.9265, 3.4837], [-3.9471, -3.0465, 3.1568], [5.9222, 5.4522, 0.2564], [0.1786, -0.1828, -5.1051], [3.6650, 4.5523, 0.5855], [0.4165, -0.9732, 0.4409], [5.3372, 4.6148, 2.4850], [-3.0628, -5.3763, 3.6032], [4.5667, 5.1038, -0.2254], [0.0118, -0.2286, -6.4259], [-0.0077, -1.5181, -7.1524], [-0.5305, -1.1768, 0.9653], [2.6696, 4.2903, 0.2504], [-0.9534, -5.5735, 3.5929], [-4.8045, -2.3981, 3.0468], [-2.4747, -1.5597, 2.8238], [-5.5283, -0.2847, 2.8312], [5.5503, 4.3976, 3.5240], [1.6767, 0.7244, 0.0823], [0.8495, 1.2496, 2.1505], [4.3539, 5.3210, -1.2644], [0.4613, -3.6015, -4.4378], [0.1502, -3.6871, -6.9057], [0.5315, -1.5339, -0.5006], [-3.2855, -6.4140, 3.8164], [7.2342, 5.4285, 2.0086], [-0.1164, 0.6644, -7.0241], [1.2456, -1.2831, 1.1099], [0.1951, 0.7502, -4.5563]]
}

(4)
{
  "formula": "C21H18CoIN6O9S2",
  "method": "the ωB97M-V functional and the def2-TZVPD basis",
  "homo_lumo_gap_ev": 8.00,
  "e_lumo_ev": -0.713,
  "energy_ev": -116831.8254,
  "e_above_lowest_kj_mol": 28.07,
  "species": ["I", "Co", "S", "S", "O", "O", "O", "O", "O", "O", "O", "O", "O", "N", "N", "N", "N", "N", "N", "C", "C", "C", "C", "C", "C", "C", "C", "C", "C", "C", "C", "C", "C", "C", "C", "C", "C", "C", "C", "C", "H", "H", "H", "H", "H", "H", "H", "H", "H", "H", "H", "H", "H", "H", "H", "H", "H", "H"],
  "positions_angstrom": [[4.2955, 1.0085, -3.0132], [-0.2228, 0.4175, -0.3843], [-0.1513, -1.2187, -4.2601], [-1.6328, 0.7495, -2.2785], [1.0234, -0.2069, 0.8499], [-5.5955, -0.4153, 3.4902], [2.7488, 0.6132, 1.9743], [-3.2833, 2.6963, 1.3168], [-0.9867, 1.7191, 0.6985], [1.6719, 2.7246, 6.2221], [1.1950, 1.6493, -0.8923], [-0.2354, 3.6707, 6.5453], [-3.6567, 3.2650, 3.3506], [-2.9061, 2.8976, 2.4571], [1.1063, 2.3275, -3.0511], [0.5558, 3.0458, 5.8635], [0.3420, -0.7811, -1.7890], [-1.5210, -0.8056, 0.3010], [-3.5149, -0.9011, 1.7270], [1.0071, 1.9259, 3.7105], [-4.8531, -0.5774, 1.2023], [3.2137, -3.3051, -3.3478], [-0.6395, 1.9382, 1.9164], [-1.1319, 2.9650, 4.0979], [2.4090, -2.0996, -1.4060], [3.3319, -2.9342, -2.0042], [1.2420, -1.9947, -3.5363], [-0.4864, -0.4532, -2.7440], [-1.5207, 2.6048, 2.8187], [3.2098, 2.4054, -1.8197], [0.6230, 1.5399, 2.4497], [-2.4721, -0.8459, 0.9598], [-3.4393, -1.4167, 3.1014], [1.3576, -1.6333, -2.1890], [1.5664, 0.6307, 1.6969], [-5.5871, 0.2550, 2.2394], [-4.2814, -0.5299, 4.0023], [0.1352, 2.6477, 4.5210], [1.7407, 2.0997, -1.9076], [2.1695, -2.8434, -4.1283], [0.1216, 2.0887, -3.1154], [1.6198, 2.5931, -3.8741], [1.9890, 1.6502, 4.0681], [-6.6252, 0.3891, 1.9404], [-1.8175, 3.4873, 4.7465], [3.4484, 3.4001, -2.1842], [-2.3963, -1.4221, 3.4148], [3.9529, -3.9616, -3.7870], [-4.7361, -0.0315, 0.2676], [-4.3602, -0.9796, 4.9908], [-5.1091, 1.2339, 2.3369], [-3.8245, -2.4395, 3.1152], [3.5302, 2.2702, -0.7928], [4.1639, -3.3078, -1.4225], [2.0839, -3.1271, -5.1686], [-5.3918, -1.5102, 1.0155], [-3.8264, 0.4642, 4.1009], [2.4810, -1.7852, -0.3729]]
}

(5)
{
  "formula": "C21H18F3N2O5",
  "method": "the ωB97M-V functional and the def2-TZVPD basis",
  "homo_lumo_gap_ev": 6.08,
  "charge": -1,
  "e_lumo_ev": 2.456,
  "energy_ev": -43442.1145,
  "species": ["F", "F", "F", "O", "O", "O", "O", "O", "N", "N", "C", "C", "C", "C", "C", "C", "C", "C", "C", "C", "C", "C", "C", "C", "C", "C", "C", "C", "C", "C", "C", "H", "H", "H", "H", "H", "H", "H", "H", "H", "H", "H", "H", "H", "H", "H", "H", "H", "H"],
  "positions_angstrom": [[1.9237, 1.8534, -4.1540], [1.4393, 1.7868, -2.0162], [-0.1198, 1.3668, -3.5112], [0.1292, -0.6304, -1.2460], [2.0573, -2.1698, 0.7980], [3.8606, 1.9802, 1.4111], [-5.8063, 0.5463, 1.7810], [-0.5677, 1.5129, 2.2872], [1.5878, 1.7587, 1.5743], [2.9794, -0.1538, 1.3378], [4.2975, -0.7320, 1.2112], [-0.5066, -1.2429, 1.2502], [2.7695, -2.1858, -3.9912], [1.2023, 1.1678, -3.2163], [-4.1095, -1.0152, 2.3285], [2.0368, -3.0267, -3.1443], [-6.2685, 1.6794, 1.0088], [-1.8989, -0.8402, 1.3217], [1.0804, -2.5181, -2.2967], [1.5337, 3.1836, 1.8072], [0.4491, 0.9828, 1.8446], [-2.8139, -1.4676, 2.2052], [0.8333, -1.1003, -2.1641], [2.4934, -0.8139, -4.0175], [0.5704, -0.4432, 1.4887], [-4.5613, 0.0617, 1.5224], [1.8887, -1.0135, 1.1838], [2.8826, 1.2394, 1.4416], [-2.3938, 0.1593, 0.4624], [1.5459, -0.2813, -3.1683], [-3.6993, 0.6043, 0.5365], [-0.3044, -2.3078, 1.1606], [-6.2707, 1.4578, -0.0679], [4.4048, -1.2131, 0.2344], [-4.0408, 1.3932, -0.1370], [0.4909, 3.4888, 1.8240], [-7.2853, 1.8391, 1.3618], [-2.4496, -2.2925, 2.8229], [5.0168, 0.0724, 1.3300], [-1.7207, 0.5662, -0.2927], [-4.8053, -1.4476, 3.0458], [2.0845, 3.6904, 1.0139], [3.0239, -0.1587, -4.7087], [4.4263, -1.4894, 1.9902], [0.5030, -3.1472, -1.6233], [2.2170, -4.1019, -3.1505], [-5.6538, 2.5698, 1.2037], [2.0075, 3.4197, 2.7667], [3.5407, -2.5879, -4.6503]]
}

| no. | HOMO level (eV) |
| --- | --- |
| 1 | -2.6 |
| 2 | -15.1 |
| 3 | -9.8 |
| 4 | -8.7 |
| 5 | -3.6 |